The following is a quantum chemistry calculation of C33H31F2N4OPRuS2 as an isolated structure, from the OMol25 dataset.

Structure (XYZ):
```
75
Properties=species:S:1:pos:R:3:forces:R:3
Ru 0.322964 -1.383630 0.228919 -0.16 -0.42 -0.06
S 0.545394 -0.313644 4.617420 0.01 0.01 0.07
C 0.482399 1.175380 3.779275 -0.01 0.04 -0.09
C 0.408335 0.999732 2.430599 -0.29 -0.11 0.07
C 0.387041 -0.378746 2.035413 0.24 0.15 0.04
C 0.458329 -1.199243 3.150859 -0.13 -0.14 -0.06
C 0.431439 -2.667597 3.118495 0.03 0.18 0.00
C 0.475471 -3.466575 4.253175 0.03 -0.07 -0.01
C 0.469998 -4.842428 4.097582 0.00 0.02 -0.03
C 0.414651 -5.381087 2.821262 0.01 0.01 -0.01
C 0.362748 -4.514524 1.741855 0.06 -0.03 -0.02
N 0.367007 -3.196031 1.890817 -0.04 0.04 0.10
H 0.505970 2.104227 4.326937 0.01 0.01 0.01
H 0.314693 1.826886 1.740588 0.02 0.01 0.03
H 0.525824 -3.023590 5.238537 0.01 0.01 0.00
H 0.518572 -5.486698 4.964774 -0.01 -0.01 0.01
H 0.421291 -6.448711 2.657488 -0.01 -0.01 0.01
H 0.334878 -4.876178 0.721407 -0.02 -0.01 -0.01
O -0.340768 -3.379580 -1.341769 -0.10 0.05 -0.01
N -0.071368 -2.016888 -1.673362 -0.05 0.09 0.20
C 0.438965 -1.922315 -2.914582 0.17 0.09 -0.10
C 0.741039 -0.700536 -3.565411 -0.02 -0.12 -0.04
C 0.934829 -0.769987 -4.968334 0.03 0.04 -0.02
C 1.130569 0.356056 -5.725057 0.00 0.00 0.02
C 1.154415 1.618605 -5.119212 -0.02 -0.01 -0.01
C 1.016579 1.709037 -3.750888 -0.03 0.00 0.00
C 0.825022 0.573427 -2.953524 0.03 0.09 -0.01
P 0.964286 0.795205 -1.171477 -0.11 0.07 0.03
C 2.684591 1.315889 -0.901509 0.00 -0.01 0.01
C 3.629978 1.208202 -1.919938 0.02 0.00 -0.01
C 4.967089 1.480977 -1.664263 -0.01 0.02 -0.01
C 5.373362 1.858921 -0.394984 0.01 0.01 0.02
C 4.440050 1.954436 0.629309 0.00 0.00 -0.02
C 3.106453 1.677151 0.380948 0.03 -0.01 0.01
C -0.112871 2.212777 -0.810209 0.06 0.03 -0.09
C -1.486452 1.996934 -0.930720 -0.03 -0.01 -0.01
C -2.374322 3.038307 -0.721881 -0.04 -0.01 0.02
C -1.903752 4.296894 -0.364040 0.01 0.00 -0.01
C -0.540338 4.512094 -0.232183 -0.03 -0.02 -0.01
C 0.355879 3.475628 -0.464933 0.01 0.02 0.03
H -1.311797 -3.417243 -1.334440 0.03 -0.04 0.03
H 0.558964 -2.854525 -3.451427 0.01 0.00 0.01
H 0.898087 -1.740195 -5.446912 0.00 -0.02 0.00
H 1.257378 0.265992 -6.795366 0.00 0.00 -0.01
H 1.293737 2.511135 -5.712854 0.00 0.01 -0.01
H 1.077141 2.682499 -3.277280 -0.01 0.00 0.01
H 3.329874 0.908137 -2.914759 0.01 -0.01 0.01
H 5.690873 1.396993 -2.463706 0.00 0.00 -0.01
H 6.415273 2.074759 -0.200791 0.01 -0.01 0.01
H 4.752530 2.235286 1.626134 0.00 0.01 0.01
H 2.399411 1.731064 1.197056 0.01 0.00 -0.01
H -1.858193 1.018775 -1.223570 0.02 -0.01 0.02
H -3.436370 2.874947 -0.860375 0.00 0.00 0.03
H -2.598118 5.111731 -0.207249 0.00 0.00 0.01
H -0.168761 5.493115 0.031227 0.01 0.01 0.01
H 1.419844 3.658802 -0.383174 0.01 -0.01 -0.01
F 2.584686 -3.081169 -0.528423 -0.01 -0.06 0.08
C 2.431359 -1.995752 0.275863 -0.06 0.18 -0.03
F 2.919355 -2.309823 1.498319 0.00 -0.07 0.02
H 3.039032 -1.170831 -0.117105 -0.05 -0.05 -0.08
C -5.093568 -0.948089 -0.406489 -0.01 0.02 -0.02
N -4.367676 -0.262135 0.639402 0.06 0.02 -0.12
C -4.996125 0.782032 1.447042 -0.03 0.02 -0.03
C -3.875222 1.190861 2.418329 -0.05 0.05 0.05
N -2.884742 0.151179 2.180421 0.22 -0.07 0.05
C -3.183037 -0.619096 1.138588 -0.10 -0.23 -0.05
S -2.270951 -1.955711 0.588055 0.12 0.15 0.02
H -5.629745 -0.212297 -1.004222 -0.01 0.00 -0.02
H -5.810757 -1.657611 0.011044 0.00 0.00 0.01
H -4.389566 -1.482046 -1.039312 -0.02 0.00 0.02
H -5.870649 0.381705 1.965082 0.01 -0.02 0.00
H -5.323019 1.603076 0.807975 0.00 0.00 0.04
H -4.207898 1.175216 3.454945 0.02 0.04 -0.02
H -3.466673 2.175791 2.189987 0.01 0.01 -0.03
H -2.004921 0.064655 2.660603 0.11 0.06 0.00
```
Positions in Å, forces in eV/Å.

Output
2S+1: 6
Kohn-Sham gap (alpha / beta): 5.461 / 6.528 eV
Charge: +1
Highest occupied orbital energy (alpha / beta): -0.3047 / -0.4051 hartree
DFT total energy: -81698.55224 eV
Expectation value of S²: 8.80
Energy above the lowest of the compared OMol25 structures with the same formula, charge and spin: 2.18 kcal per mole